1.
ORCA calculation (wB97M-V/def2-TZVPD) on C8H19I2IrN5OS as an isolated structure in a non-equilibrium geometry.

Summary:
Gap between HOMO and LUMO (spin up / spin down): 8.21 / 4.09 eV
Spin multiplicity: 6
HOMO energy (spin up / spin down): -21.5446 / -21.5411 eV
Charge: +4
Calculated total energy: -1761.1903 Eh
⟨S²⟩: 8.778
LUMO level (spin up / spin down): -0.4901 / -0.6415 Eh

Last column: Mulliken spin population.
Positions of all 37 atoms, in Å:
Ir  -0.46  0.32  -2.32  2.43
I  -1.61  2.63  -3.40  0.22
I  -2.69  -0.68  -3.63  0.23
S  0.35  0.69  1.27  0.43
O  -0.44  0.54  0.01  0.36
N  1.45  -0.29  -3.06  0.25
N  3.32  -2.60  -4.63  0.68
N  2.80  -1.57  -4.03  0.08
N  1.57  -1.49  -3.59  0.04
N  3.49  -0.47  -3.80  -0.02
C  -0.40  2.12  2.28  0.07
C  -1.89  2.30  2.13  0.03
C  2.66  0.33  -3.21  0.08
C  1.23  -1.32  2.98  0.00
C  -0.03  -0.81  2.29  0.04
C  1.03  -2.35  4.05  0.00
C  -2.88  1.29  -4.53  -0.01
C  -2.84  1.36  2.80  0.00
H  -0.80  -0.54  3.02  0.04
H  -2.05  3.29  2.62  0.04
H  -2.55  1.11  3.82  0.00
H  2.91  1.33  -2.90  0.00
H  4.29  -2.54  -4.93  -0.02
H  -0.45  -1.57  1.62  0.00
H  1.79  -0.48  3.43  0.00
H  -3.84  1.80  2.82  0.01
H  1.94  -1.74  2.25  0.00
H  2.75  -3.41  -4.87  -0.02
H  0.27  -2.08  4.79  0.00
H  -3.01  0.44  2.22  0.01
H  1.98  -2.59  4.53  0.00
H  -0.08  1.91  3.30  0.00
H  -2.16  2.48  1.09  0.00
H  0.13  3.00  1.90  0.00
H  -3.92  1.62  -4.47  0.01
H  -2.53  1.25  -5.56  0.00
H  0.64  -3.31  3.68  0.00

---

2.
ORCA calculation (wB97M-V/def2-TZVPD) on a 2-piece molecular cluster, C8H19N3 overall in a non-equilibrium geometry.

Summary:
Gap between HOMO and LUMO (spin up / spin down): 8.14 / 8.14 eV
HOMO energy (spin up / spin down): -7.2958 / -7.2952 eV
Calculated total energy: -480.3156 Eh
LUMO level (spin up / spin down): 0.0309 / 0.0309 Eh

Last column: natural (NBO) charge in e.
Positions of all 30 atoms, in Å:
N  -2.07  -0.81  -1.04  -0.64
N  0.09  0.32  0.24  -0.49
N  -2.38  -0.61  0.23  -0.25
C  1.51  -0.91  -1.49  -0.62
C  0.29  1.57  0.00  0.37
C  2.17  -0.85  1.08  -0.59
C  -0.89  2.50  0.29  -0.66
C  1.50  2.24  -0.45  -0.69
C  1.03  -0.79  -0.02  0.09
C  -3.52  -0.69  0.87  -0.31
C  0.22  -2.07  0.22  -0.63
H  2.97  0.05  1.04  0.19
H  -1.45  -0.27  0.62  0.46
H  1.29  3.35  -0.61  0.22
H  0.77  -3.04  0.36  0.21
H  2.26  2.10  0.35  0.24
H  -4.48  -0.97  0.33  0.18
H  2.70  -1.74  0.95  0.21
H  -0.88  3.35  -0.43  0.21
H  1.21  -1.83  -1.99  0.22
H  -0.16  -1.90  1.16  0.19
H  1.03  -0.06  -2.02  0.22
H  1.87  1.78  -1.25  0.23
H  1.82  -0.89  2.00  0.20
H  -0.53  -2.23  -0.64  0.26
H  -1.82  1.94  0.18  0.24
H  -2.89  -0.96  -1.64  0.31
H  -3.63  -0.78  1.94  0.19
H  2.67  -0.80  -1.59  0.20
H  -0.68  3.00  1.31  0.23

---

3.
ORCA calculation (wB97M-V/def2-TZVPD) on an isolated ion of composition C8H19N3O and charge +2 in a non-equilibrium geometry.

Summary:
Gap between HOMO and LUMO: 10.35 eV
HOMO energy: -16.9885 eV
Charge: +2
SMILES: CCCN1C=[NH+][C@](O)(CC[NH3+])C1
Calculated total energy: -555.0914 Eh
LUMO level: -0.2439 Eh

Last column: natural (NBO) charge in e.
Positions of all 31 atoms, in Å:
O  1.49  -1.86  -0.81  -0.67
N  4.29  1.05  0.07  -0.65
N  0.33  -1.18  1.13  -0.55
N  -1.45  -0.99  -0.18  -0.31
C  1.91  0.38  -0.20  -0.44
C  -2.88  -0.84  -0.42  -0.24
C  -3.61  0.29  0.26  -0.43
C  0.90  -0.78  -0.17  0.40
C  -3.30  1.73  -0.05  -0.61
C  -0.96  -1.22  1.07  0.40
C  3.28  -0.02  0.37  -0.22
C  -0.40  -0.27  -0.86  -0.25
H  -3.54  0.11  1.31  0.20
H  -4.03  2.27  0.47  0.25
H  0.78  -1.33  1.99  0.44
H  -0.47  0.80  -0.85  0.23
H  3.66  -0.94  -0.11  0.23
H  -4.75  0.26  -0.01  0.26
H  4.31  1.14  -1.05  0.46
H  2.22  0.46  -1.29  0.25
H  -3.33  -1.86  -0.21  0.25
H  2.22  -2.22  -0.29  0.48
H  -3.50  2.06  -1.05  0.23
H  5.18  0.87  0.42  0.45
H  4.06  1.97  0.28  0.44
H  1.47  1.17  0.28  0.24
H  -2.97  -0.71  -1.55  0.24
H  -1.64  -1.63  1.84  0.27
H  3.37  -0.25  1.35  0.22
H  -0.40  -0.47  -1.92  0.27
H  -2.22  2.01  0.19  0.17